(1)
The following is a DFT calculation (ωB97M-V with the def2-TZVPD basis set) of a cluster of 2 separate species, C18H21N2O5S in total.

Structure (XYZ):
```
47
C18H21N2O5S (ωB97M-V with the def2-TZVPD basis set)
O 0.83 5.46 -3.60
O -2.06 1.55 -0.99
O 0.91 3.72 0.03
O -1.69 0.03 -2.56
O -1.51 -6.07 1.41
S 1.70 -1.74 1.27
C 1.67 4.59 -3.40
C -1.34 1.00 -1.84
C 0.00 3.78 -0.80
C 1.32 -1.53 -0.43
C 0.22 -2.24 -0.82
C -0.35 -3.01 0.28
C 0.33 -2.83 1.47
C -0.46 -2.92 5.13
C -0.74 -4.26 5.36
C -0.12 -2.49 3.85
C -0.67 -5.18 4.30
C -0.05 -3.39 2.78
C -0.32 -4.76 3.01
N -1.08 4.51 -0.51
N 1.43 3.44 -2.79
C 3.09 4.79 -3.88
C -0.21 -5.81 1.93
C -2.23 4.78 -1.37
C 0.08 1.55 -2.07
C 0.15 3.08 -2.17
H -1.96 -5.22 1.24
H 1.87 -0.86 -1.09
H -0.21 -2.19 -1.81
H -1.26 -3.59 0.17
H -0.52 -2.20 5.95
H -1.01 -4.61 6.35
H 0.08 -1.43 3.68
H -0.88 -6.22 4.49
H -1.10 4.88 0.43
H 2.19 2.80 -2.64
H 3.35 3.99 -4.57
H 3.75 4.78 -3.02
H 3.15 5.76 -4.38
H 0.21 -6.73 2.34
H 0.46 -5.48 1.13
H -1.89 5.26 -2.29
H -2.73 3.84 -1.63
H -2.94 5.42 -0.86
H 0.72 1.22 -1.25
H 0.47 1.12 -2.99
H -0.66 3.40 -2.83
```

Its charge is -1. The energy relative to the best compared isomer or geometry (same formula, charge and spin) comes out at 0.0 kcal/mol.

(2)
The following is a DFT calculation (ωB97M-V with the def2-TZVPD basis set) of a cluster of 17 separate species, C25H62ClN17O33 in total.

Structure (XYZ):
```
138
C25H62ClN17O33 (ωB97M-V with the def2-TZVPD basis set)
C 6.86 -0.82 2.37
C 6.16 0.35 2.35
C 4.85 0.42 1.62
C 4.58 -0.78 0.70
C 3.38 -0.25 -0.15
C 2.13 -0.97 0.41
C 0.77 -0.40 -0.05
C 0.03 0.49 0.96
Cl 1.09 1.46 2.05
N 3.49 1.18 -0.01
C 4.71 1.52 0.55
O 5.44 2.39 0.25
H 6.48 -1.69 2.88
H 7.83 -0.84 1.88
H 6.57 1.19 2.91
H 4.02 0.68 2.29
H 4.37 -1.68 1.26
H 5.38 -0.85 -0.03
H 3.53 -0.64 -1.16
H 2.19 -2.01 0.11
H 2.20 -0.97 1.50
H 0.85 0.07 -1.03
H 0.12 -1.26 -0.20
H -0.60 1.18 0.40
H -0.59 -0.11 1.61
H 3.17 1.77 -0.76
C 3.51 -1.34 -5.35
N 3.21 -1.24 -3.89
O 4.13 -1.32 -3.10
O 2.05 -1.08 -3.59
H 4.57 -1.47 -5.48
H 2.94 -2.19 -5.72
H 3.17 -0.41 -5.81
C 0.54 -4.98 -4.65
N 0.46 -4.20 -5.91
O -0.47 -4.39 -6.65
O 1.37 -3.41 -6.11
H -0.33 -5.63 -4.59
H 1.45 -5.56 -4.67
H 0.54 -4.27 -3.83
C -3.37 1.49 2.67
N -3.58 0.04 2.39
O -4.71 -0.35 2.22
O -2.58 -0.66 2.34
H -4.33 1.99 2.69
H -2.88 1.56 3.64
H -2.74 1.89 1.88
C -3.61 -3.12 -2.69
N -2.34 -3.81 -3.02
O -2.11 -4.88 -2.50
O -1.60 -3.24 -3.80
H -4.17 -3.73 -1.98
H -3.36 -2.16 -2.25
H -4.17 -2.99 -3.61
C 8.56 3.71 3.35
N 8.10 3.35 4.71
O 8.71 3.81 5.66
O 7.13 2.62 4.80
H 9.42 4.36 3.43
H 8.81 2.79 2.84
H 7.74 4.22 2.85
C -4.07 6.26 3.77
N -4.31 4.81 3.49
O -5.45 4.45 3.33
O -3.33 4.09 3.43
H -5.02 6.78 3.79
H -3.57 6.32 4.73
H -3.43 6.64 2.98
C -6.57 -6.43 -3.84
N -6.23 -5.09 -3.27
O -5.95 -4.20 -4.05
O -6.25 -4.98 -2.06
H -6.50 -6.37 -4.92
H -5.85 -7.14 -3.44
H -7.58 -6.67 -3.52
C -5.91 9.48 6.78
N -5.28 8.63 5.74
O -6.02 8.06 4.96
O -4.07 8.56 5.75
H -6.98 9.45 6.66
H -5.61 9.08 7.75
H -5.53 10.49 6.65
C -6.57 -3.88 0.89
N -7.70 -4.28 1.78
O -8.82 -3.93 1.45
O -7.42 -4.92 2.77
H -6.97 -3.31 0.06
H -5.89 -3.27 1.48
H -6.09 -4.78 0.54
C 2.09 4.33 3.78
N 2.13 5.68 4.42
O 2.51 6.61 3.76
O 1.76 5.74 5.58
H 2.43 4.43 2.75
H 2.74 3.68 4.35
H 1.06 3.99 3.80
C 6.44 6.17 6.48
N 6.64 6.78 5.13
O 6.41 7.96 5.01
O 7.02 6.03 4.25
H 6.11 6.94 7.16
H 5.70 5.39 6.38
H 7.40 5.76 6.79
C -7.61 0.44 2.53
N -7.38 -0.48 1.39
O -8.35 -0.99 0.87
O -6.22 -0.66 1.06
H -8.68 0.50 2.72
H -7.09 0.03 3.39
H -7.21 1.41 2.26
C -6.33 -4.00 -7.50
N -6.67 -5.44 -7.66
O -7.83 -5.77 -7.52
O -5.75 -6.20 -7.92
H -7.23 -3.46 -7.27
H -5.61 -3.93 -6.69
H -5.90 -3.66 -8.44
C 3.75 -8.03 -6.04
N 2.85 -7.81 -4.88
O 3.34 -7.33 -3.88
O 1.69 -8.13 -5.02
H 4.75 -7.70 -5.78
H 3.74 -9.09 -6.27
H 3.36 -7.45 -6.87
C -4.10 0.47 -4.75
N -5.02 -0.35 -5.59
O -5.71 0.23 -6.40
O -5.00 -1.55 -5.42
H -4.22 1.51 -5.01
H -4.38 0.29 -3.71
H -3.09 0.13 -4.94
C 11.87 1.27 1.19
N 10.67 1.26 2.07
O 10.75 1.80 3.16
O 9.67 0.71 1.64
H 12.67 1.79 1.71
H 12.14 0.24 1.00
H 11.59 1.78 0.27
```

The total energy is -4862.06005 a.u. Its charge is 0.

(3)
The following is a DFT calculation (ωB97M-V with the def2-TZVPD basis set) of the ion C4H12N2OPS2 with charge +1.

Structure (XYZ):
```
22
C4H12N2OPS2 (ωB97M-V with the def2-TZVPD basis set)
C -1.65 -0.19 0.36
C -2.40 -1.74 2.25
C 0.91 3.28 -0.50
C 2.83 -1.48 -1.74
N -2.58 -0.90 1.03
N -0.38 -0.16 0.63
O 0.61 2.11 0.21
P 0.72 0.54 -0.66
S -0.08 0.46 -2.40
S 2.57 -0.35 -0.31
H -1.92 0.35 -0.50
H -2.91 -2.74 1.94
H -1.24 -2.07 2.33
H -2.80 -1.36 3.19
H 2.01 3.34 -0.83
H 0.82 4.06 0.16
H 0.27 3.44 -1.33
H 3.63 -1.11 -2.36
H 2.06 -1.45 -2.47
H 2.95 -2.52 -1.24
H -3.51 -0.73 0.91
H 0.09 -0.78 1.34
```

The spin multiplicity is 3. The total energy is -1481.68425 a.u. Its charge is +1. The expectation value of S² is 2.0095.

(4)
The following is a DFT calculation (ωB97M-V with the def2-TZVPD basis set) of a cluster of 4 separate species, C3H13NO3 in total.

Structure (XYZ):
```
20
C3H13NO3 (ωB97M-V with the def2-TZVPD basis set)
C 2.03 1.13 0.11
C 0.74 1.30 -0.24
C -0.26 1.52 0.87
N 0.40 1.21 -1.52
H 2.81 0.99 -0.65
H 2.44 1.06 1.10
H -0.02 0.75 1.66
H -1.28 1.41 0.58
H -0.08 2.55 1.31
H -0.50 1.67 -1.84
H 1.01 1.01 -2.36
O 1.01 -1.07 2.06
H 1.65 -1.69 2.00
H 1.14 -0.33 1.44
O -3.08 -1.80 -0.52
H -3.17 -1.90 0.42
H -3.86 -1.20 -0.53
O -0.08 -1.28 -0.96
H 0.19 -1.93 -0.30
H -1.00 -1.39 -1.22
```

As for the SMILES: C=C(C)N.O.O.O. Its charge is 0. The energy relative to the best compared isomer or geometry (same formula, charge and spin) comes out at 43.0 kcal/mol.

(5)
The following is a DFT calculation (ωB97M-V with the def2-TZVPD basis set) of the ion C5H11N2 with charge +1.

Structure (XYZ):
```
18
C5H11N2 (ωB97M-V with the def2-TZVPD basis set)
C 1.93 0.34 0.72
C 0.96 -1.84 -0.05
C -2.63 0.48 0.06
C -1.14 0.56 0.64
C -0.09 0.23 -0.54
N 1.02 -0.52 0.04
N 2.90 0.64 0.05
H 0.02 -2.27 -0.42
H 1.75 -2.53 0.09
H -2.62 0.63 -1.03
H -3.14 -0.53 0.28
H -3.30 1.14 0.51
H -1.10 -0.10 1.41
H -0.82 1.49 0.99
H -0.62 -0.44 -1.28
H 0.38 1.01 -1.03
H 3.58 1.34 0.48
H 2.90 0.40 -0.94
```

Its charge is +1. The energy relative to the best compared isomer or geometry (same formula, charge and spin) comes out at 88.4 kcal/mol.

(6)
The following is a DFT calculation (ωB97M-V with the def2-TZVPD basis set) of a cluster of 2 separate species, C5H11NO in total.

Structure (XYZ):
```
18
C5H11NO (ωB97M-V with the def2-TZVPD basis set)
C -1.16 0.29 2.15
N -0.09 -2.09 0.65
C -0.18 -0.85 0.11
C -0.71 0.28 0.69
C -0.93 1.44 -0.01
C -1.40 1.51 -1.36
H -0.33 0.16 2.83
H -1.56 1.26 2.40
H -1.87 -0.51 2.33
H -0.50 -2.11 1.58
H -0.46 -2.85 0.10
H 0.38 -0.77 -0.82
H -0.70 2.40 0.48
H -0.77 1.53 -2.23
H -2.41 1.88 -1.50
H 4.76 -0.97 -2.87
H 4.01 0.15 -2.13
O 3.93 -0.76 -2.42
```

The spin multiplicity is 2. Its charge is +1. The energy relative to the best compared isomer or geometry (same formula, charge and spin) comes out at 63.6 kcal/mol. The expectation value of S² is 0.7618.